The following is a quantum chemistry calculation of C21H18N6O2 in the gas phase in a non-equilibrium geometry, from OMol25.

CARTESIAN COORDINATES (ANGSTROEM)
N1 2.5711 2.3799 5.4035
C1 2.3262 2.0373 4.0589
C2 3.3738 1.6867 3.1975
N2 3.0058 1.3352 1.9365
C3 1.7900 1.3460 1.4921
C4 0.7086 1.7455 2.2539
C5 -0.6613 1.7116 1.6117
C6 -1.7465 2.1173 2.3974
C7 -2.9914 2.2321 1.8116
C8 -3.0906 1.8034 0.5068
C9 -4.2941 1.7673 -0.3574
N3 -4.0048 1.1753 -1.5051
N4 -2.6682 0.8741 -1.4393
C10 -2.2129 -0.0004 -2.4309
C11 -2.9747 -0.2757 -3.6237
C12 -2.6855 -1.2139 -4.4817
C13 -1.4852 -1.8457 -4.3175
C14 -0.7004 -1.6346 -3.2112
C15 0.6844 -2.4022 -3.1364
O1 1.1061 -3.0543 -4.0463
N5 1.5484 -2.4718 -2.0680
C16 1.5113 -2.0218 -0.6827
C17 2.7270 -2.8491 -0.3388
O2 2.3997 -3.9294 0.4693
C18 2.7161 -3.2911 -1.8612
N6 -1.0425 -0.7560 -2.2843
C19 -2.0946 1.3224 -0.2822
C20 -0.8196 1.2769 0.2480
C21 1.0485 2.1380 3.5679
H1 1.7661 2.3809 6.0492
H2 3.3683 2.9548 5.7101
H3 4.3664 1.5834 3.6803
H4 1.6891 1.0868 0.4508
H5 -1.5581 2.5931 3.3361
H6 -3.8953 2.6217 2.1769
H7 -5.3021 2.0745 -0.0784
H8 -3.8824 0.3731 -3.8288
H9 -3.3828 -1.3700 -5.3405
H10 -1.0767 -2.4989 -5.0933
H11 0.4678 -2.1573 -0.2029
H12 1.7860 -0.9077 -0.5276
H13 3.4753 -2.1981 0.0732
H14 1.8727 -3.7243 1.2525
H15 3.5829 -2.9199 -2.4402
H16 2.4282 -4.3229 -2.1124
H17 -0.0793 0.8614 -0.3837
H18 0.3291 2.3666 4.3903

Computed properties:
Strongest force on any atom ... 7.07 eV/A
Lowest unoccupied orbital energy ... -0.13 eV
Energy relative to the best compared isomer or geometry (same formula, charge and spin) ... 195.8 kJ/mol
Structure (SMILES) ... Nc1cncc(-c2ccc3cnn(-c4cccc(C(=O)N5CC(O)C5)n4)c3c2)c1
DFT total energy ... -1289.9572 Eh